{"formula": "HNO3P2", "method": "ωB97M-V/def2-TZVPD", "relative_energy_kcal_mol": 12.65, "gap_ev": [7.44, 7.42], "total_energy_ha": -963.6553, "smiles": "[H]/P=[N+](\\[O-])OP=O", "symbols": ["H", "P", "N", "O", "O", "P", "O"], "xyz": [[0.433, -1.036, -0.770], [-0.517, -0.522, 0.222], [0.723, -0.398, 1.463], [1.918, -0.296, 1.208], [0.382, -0.144, 2.759], [-1.252, -0.480, 3.054], [-1.271, -1.703, 3.805]], "atomic_forces_ev_per_a": [[-0.6, 0.5, 0.8], [0.9, -0.7, 0.6], [1.7, 1.2, -2.8], [-1.4, -0.7, 1.0], [0.2, 0.0, 0.0], [-0.7, 1.2, -0.5], [-0.1, -1.5, 0.9]]}